Computed, not measured: a molecular structure, C6H9B, with wB97M-V/def2-TZVPD.

Geometry as XYZ:
```
16
C6H9B | the Open Molecules 2025 dataset | wB97M-V/def2-TZVPD
B 1.4741 0.0958 -0.9455
C -1.5419 0.1995 -0.5345
C -0.8304 1.3499 -0.0199
C -1.1776 -1.0340 -0.1838
C 0.3781 1.1939 0.5475
C -0.0554 -1.2542 0.7898
C 1.0035 -0.1642 0.6132
H 1.7941 -0.2362 1.3513
H 2.4456 0.7598 -1.0375
H -2.3605 0.3741 -1.2190
H -1.2966 2.3220 -0.1037
H -1.6985 -1.8999 -0.5678
H 0.9409 2.0373 0.9214
H -0.4672 -1.2504 1.8100
H 0.3960 -2.2361 0.6265
H 0.9957 -0.2574 -2.0480
```

Energy relative to the best compared isomer or geometry (same formula, charge and spin) (kJ/mol): 53.2
Kohn-Sham gap (Ha): 0.3231
Charge: 0
HOMO (eV): -8.4

Atomic partial charges in e from the Mulliken method, atoms 1 to 5: B 0.24; C -0.34; C -0.20; C -0.42; C -0.70